ORCA calculation (ωB97M-V/def2-TZVPD) on C33H31Br45F3IN2O2S as an isolated structure in a non-equilibrium geometry.

The charge is 0. For the relative energy (zero: lowest compared OMol25 entry of this formula, charge and spin), the calculation gives 484.3 kcal per mole. The LUMO energy comes out at -2.0 eV. For the HOMO-LUMO gap, the calculation gives 6.46 eV.

Positions of all 118 atoms, in Å:
C 1.37197 2.81595 -0.24910
C 1.52038 1.17514 0.04127
C 0.74939 0.90542 1.46238
C -0.24843 -0.39436 1.48059
C -0.04727 -1.46576 2.73505
C -1.04627 -2.79794 2.87467
I -0.82424 -4.20073 4.59010
C -2.24697 -3.15166 1.80519
N -3.24948 -4.28869 1.75161
S -4.23272 -4.00680 0.30501
N -3.56874 -2.48221 -0.33413
C -2.41973 -2.07668 0.57929
C -1.44938 -0.72425 0.41431
C -1.77094 0.28861 -0.83475
O -1.89670 1.70607 -0.45456
C -2.70994 2.37409 -1.49038
F -2.40619 1.93432 -2.87403
F -2.40246 3.82144 -1.41303
F -4.18395 2.21804 -1.27163
O 2.97633 0.91860 0.07320
C 3.28251 -0.49773 0.32498
C 2.70441 -1.53502 -0.82666
C 2.10613 -3.00965 -0.43397
C 1.50843 -3.93986 -1.66617
C 1.51232 -3.36550 -3.20940
C 2.13468 -1.90209 -3.61358
C 2.73071 -0.97641 -2.38954
H 2.39205 3.14378 -0.75583
H 0.46285 2.98792 -0.96560
H 1.29396 3.40154 0.77818
H 0.99188 0.66531 -0.90004
H 0.07823 1.85001 1.74623
H 1.56372 0.78691 2.29437
H 0.74757 -1.33313 3.58374
H -2.80575 -0.07711 -1.30062
H -0.97690 0.15864 -1.69402
H 4.47097 -0.59263 0.26266
H 3.01075 -0.86395 1.42278
H 2.12961 -3.31997 0.69607
H 1.04662 -5.00626 -1.43123
H 1.05252 -4.03057 -4.06806
H 2.14386 -1.48748 -4.71305
H 3.17033 0.09260 -2.62231
C 1.24898 1.73034 -5.86713
Br -0.38667 1.72310 -4.81419
Br 2.75739 2.42849 -4.85645
Br 1.63192 -0.02122 -6.62181
H 1.08476 2.41193 -6.70824
C 3.47645 -5.06910 3.45556
Br 3.72922 -6.55371 2.22426
Br 2.31199 -3.70068 2.71016
Br 2.86084 -5.67183 5.19966
H 4.45787 -4.60705 3.60504
C 7.25738 -2.36816 -1.50064
Br 8.29166 -2.53366 -3.13982
Br 8.16843 -1.27110 -0.17752
Br 5.45055 -1.73521 -1.84545
H 7.16836 -3.37348 -1.07586
C -2.82355 -0.50323 -7.30365
Br -2.57078 -1.98784 -8.53495
Br -3.98801 0.86520 -8.04905
Br -3.43916 -1.10595 -5.55955
H -1.84212 -0.04117 -7.15417
C -0.32484 6.95663 -1.76942
Br -0.96508 8.60920 -2.57139
Br 0.13625 5.63001 -3.11541
Br 1.14290 7.27327 -0.53265
H -1.15286 6.54361 -1.18392
C -3.80134 10.32795 -5.00057
Br -3.01510 9.06131 -6.25017
Br -3.08305 12.12008 -5.23834
Br -5.74496 10.31089 -5.07918
H -3.51917 10.00133 -3.99423
C 1.49155 -1.59800 7.55096
Br 0.83405 -1.08740 5.79282
Br 3.36403 -2.12272 7.49921
Br 1.16452 -0.21248 8.87668
H 0.92103 -2.47931 7.86213
C 7.07399 3.40593 -3.95750
Br 6.91816 3.36499 -5.89608
Br 6.35182 5.04928 -3.20780
Br 6.28791 1.82829 -3.13454
H 8.14331 3.39006 -3.72228
C -1.70906 4.60078 2.98109
Br -0.26910 5.85956 3.33612
Br -3.33834 5.07810 3.93073
Br -2.02177 4.37755 1.07412
H -1.38654 3.62857 3.36816
C -5.59980 1.86972 3.70286
Br -6.62886 0.44684 4.53983
Br -4.08357 1.17413 2.70216
Br -6.71904 3.02619 2.61016
H -5.19355 2.48792 4.51021
C 1.38885 -3.31581 -9.61525
Br 0.74860 -1.66324 -10.41722
Br 1.84994 -4.64242 -10.96124
Br 2.85659 -2.99917 -8.37848
H 0.56082 -3.72883 -9.02975
C -8.13734 -6.15429 0.50564
Br -9.77298 -6.16153 1.55858
Br -6.62893 -5.45613 1.51632
Br -7.75440 -7.90585 -0.24904
H -8.30156 -5.47269 -0.33548
C -1.06509 -1.74258 11.90554
Br -1.70534 -0.09000 11.10357
Br -0.60400 -3.06919 10.55956
Br 0.40265 -1.42594 13.14232
H -1.89312 -2.15559 12.49105
C 7.24597 -3.54011 9.20544
Br 7.09014 -3.58105 7.26686
Br 6.52380 -1.89675 9.95514
Br 6.45989 -5.11775 10.02840
H 8.31529 -3.55598 9.44065
C -7.22782 0.55256 -1.72469
Br -8.25688 -0.87032 -0.88772
Br -5.71159 -0.14303 -2.72539
Br -8.34706 1.70903 -2.81740
H -6.82156 1.17076 -0.91734

***

ORCA calculation (ωB97M-V/def2-TZVPD) on C33H31CsN8O7 as an isolated structure in a non-equilibrium geometry.

The charge is -2. For the relative energy (zero: lowest compared OMol25 entry of this formula, charge and spin), the calculation gives 127.0 kcal per mole. The LUMO energy comes out at 4.0 eV. For the HOMO-LUMO gap, the calculation gives 6.19 eV.

Positions of all 80 atoms, in Å:
Cs -0.06801 -0.72491 0.20397
O 2.85657 4.03462 0.97766
C 2.10149 5.01151 1.48459
C 2.66974 6.28353 1.62316
C 1.91951 7.33929 2.11530
C 0.58797 7.14890 2.48752
C 0.03040 5.88353 2.36334
C 0.75970 4.80133 1.87234
C 0.15074 3.42148 1.77695
O 0.89732 2.48160 1.36978
N -1.11257 3.35389 2.18791
N -1.59708 2.09380 2.08381
C -2.71361 1.92667 2.66604
C -3.33651 0.59832 2.73503
C -4.42087 0.34226 3.48342
C -5.07282 -0.97744 3.43566
C -4.52387 -2.00997 2.79758
C -3.17174 -1.85721 2.17074
N -2.68681 -0.46639 2.10951
H 2.22199 3.23812 0.92037
H 3.70484 6.41495 1.32504
H 2.37543 8.32175 2.20709
H -0.00294 7.97489 2.86656
H -0.99484 5.69121 2.65562
H -3.20884 2.74675 3.17751
H -4.82550 1.13067 4.10926
H -6.04621 -1.08865 3.90758
H -5.03337 -2.96559 2.69973
H -2.42820 -2.50063 2.63658
O 0.66831 -2.00069 -4.07689
C 1.60061 -2.97324 -4.04184
C 1.75902 -3.78985 -5.16383
C 2.73118 -4.77690 -5.17232
C 3.56108 -4.95940 -4.06512
C 3.38858 -4.14972 -2.95085
C 2.41054 -3.15703 -2.91363
C 2.21264 -2.26944 -1.70914
O 1.49524 -1.21711 -1.84896
N 2.88779 -2.66807 -0.63970
N 2.54837 -2.05395 0.52682
C 3.39919 -2.13482 1.46246
C 3.13287 -1.54430 2.79859
C 4.10657 -1.63945 3.78994
C 3.89743 -1.01472 5.00878
C 2.72360 -0.30983 5.21501
C 1.79408 -0.28774 4.18379
N 1.97913 -0.89577 3.01266
H 0.78773 -1.49950 -3.22507
H 1.10250 -3.62860 -6.01341
H 2.84780 -5.40437 -6.04998
H 4.32530 -5.72865 -4.06932
H 4.00326 -4.27310 -2.06762
H 4.36747 -2.60566 1.29912
H 5.01993 -2.19125 3.59090
H 4.64932 -1.07102 5.78663
H 2.53015 0.21563 6.13982
H 0.85262 0.24431 4.29644
C -0.07102 0.58215 -5.20189
N -0.51204 1.70566 -4.40305
C -1.87514 2.16251 -4.57023
C 0.29739 2.28260 -3.46477
O -0.00443 3.25242 -2.79321
H -0.14850 0.82309 -6.26710
H -0.65660 -0.31317 -5.00203
H 0.96844 0.35016 -4.97092
H -2.00506 2.69520 -5.51606
H -2.12716 2.83216 -3.75642
H -2.54853 1.30528 -4.56140
H 1.26514 1.76895 -3.35670
O -2.58704 -0.46992 0.67299
C -3.01845 -1.92077 0.61624
C -4.26353 -2.06275 -0.27247
C -3.95863 -3.29335 -1.12636
C -2.49771 -3.62482 -0.78740
O -1.91527 -4.56737 -1.33788
N -2.02017 -2.78945 0.16559
H -4.34287 -1.15326 -0.86548
H -5.17350 -2.14423 0.32522
H -4.04284 -3.12526 -2.20243
H -4.57666 -4.15992 -0.87715

***

ORCA calculation (ωB97M-V/def2-TZVPD) on C33H31F2NSc as an isolated structure in a non-equilibrium geometry.

The charge is +1. For the relative energy (zero: lowest compared OMol25 entry of this formula, charge and spin), the calculation gives 38.3 kcal per mole. The LUMO energy comes out at -3.4 eV. For the HOMO-LUMO gap, the calculation gives 6.71 eV.

Positions of all 68 atoms, in Å:
Sc 0.07480 -0.10721 -0.32417
C -3.38807 -0.94027 0.95406
C -2.59816 -0.89652 -0.33126
C -2.26276 0.34258 -0.96299
C -2.91388 1.64480 -0.64453
C -1.49686 0.24786 -2.18688
C -1.50840 1.37457 -3.22902
C -0.98273 -0.99409 -2.67321
C -0.24543 -1.14433 -4.00013
C -1.28158 -2.20427 -1.86942
C -0.69148 -3.54179 -2.17458
C -2.31591 -2.16871 -0.92265
C -3.11510 -3.40777 -0.55496
H -4.39309 -0.43638 0.90544
H -2.85784 -0.32052 1.70974
H -3.40062 -1.94296 1.31045
H -3.85580 1.76834 -1.19747
H -2.22601 2.45222 -0.77621
H -3.18637 1.55575 0.42391
H -1.84744 2.30610 -2.76731
H -2.23351 1.09129 -4.03757
H -0.48984 1.50245 -3.67038
H -0.82992 -1.81854 -4.66044
H 0.77089 -1.60996 -3.88578
H -0.07157 -0.18550 -4.43949
H -1.36472 -4.13545 -2.79909
H -0.42176 -4.11449 -1.25930
H 0.23665 -3.29868 -2.70634
H -2.61894 -4.00818 0.21230
H -3.12459 -3.97227 -1.47265
H -4.16945 -3.20715 -0.22580
F -0.05635 -3.08507 4.57216
C 0.67554 -2.50599 3.57035
C -0.03348 -1.92244 2.51113
C 0.74909 -1.36722 1.44027
C 2.12447 -1.34521 1.43983
C 2.74568 -2.00900 2.57239
F 4.09414 -2.21798 2.49482
C 2.07487 -2.56722 3.60851
C 2.89582 -0.79379 0.25273
C 4.31202 -0.70426 0.23499
C 4.88362 -0.40405 -0.99879
C 4.14721 -0.28429 -2.18655
C 2.77737 -0.52659 -2.05627
N 2.17001 -0.63922 -0.81870
H -1.11253 -2.03477 2.44862
H 2.57822 -2.97693 4.45575
H 4.92389 -0.77304 1.10598
H 5.97763 -0.25409 -1.02612
H 4.62010 -0.17742 -3.17013
H 2.16971 -0.64543 -2.94604
C 0.02482 3.75515 4.17180
C 0.17981 2.36530 4.10466
C 0.29966 1.77347 2.86895
C 0.42000 2.54491 1.68246
C 0.58535 1.93637 0.38091
C 0.88782 2.72488 -0.69465
C 0.73664 4.09823 -0.56806
C 0.38158 4.69403 0.62299
C 0.24179 3.92772 1.77671
C 0.03339 4.50409 3.00335
H -0.22042 4.30217 5.05425
H 0.13790 1.74434 4.95898
H 0.16905 0.68656 2.61821
H 1.26494 2.24113 -1.58052
H 0.89762 4.71684 -1.43708
H 0.19014 5.76994 0.69536
H -0.13765 5.61796 3.09249

***

no.,energy (eV)
1,-3220773.159
2,-61524.383
3,-62343.228